{
  "formula": "C46H51FN7O14",
  "method": "ωB97M-V/def2-TZVPD",
  "charge": 1,
  "homo_energy_ev": -10.88,
  "gap_ev": 6.9,
  "total_energy_ev": -90319.6184,
  "lumo_ev": -3.939,
  "elements": ["C", "C", "O", "C", "C", "C", "C", "C", "F", "C", "N", "C", "C", "O", "H", "H", "H", "H", "H", "H", "H", "H", "H", "H", "H", "H", "H", "H", "H", "H", "H", "H", "H", "H", "H", "C", "C", "C", "C", "C", "C", "N", "O", "O", "H", "H", "H", "H", "H", "C", "C", "C", "C", "C", "C", "N", "O", "O", "H", "H", "H", "H", "H", "C", "C", "C", "C", "C", "C", "N", "O", "O", "H", "H", "H", "H", "H", "C", "C", "C", "C", "C", "C", "N", "O", "O", "H", "H", "H", "H", "H", "C", "C", "C", "C", "C", "C", "N", "O", "O", "H", "H", "H", "H", "H", "C", "C", "C", "C", "C", "C", "N", "O", "O", "H", "H", "H", "H", "H"],
  "positions_angstrom": [[-5.334, -2.955, 3.151], [-4.724, -1.562, 3.070], [-4.336, -1.289, 1.728], [-3.046, -0.736, 1.573], [-1.936, -1.784, 1.717], [-1.659, -2.594, 0.439], [-2.914, -3.356, -0.066], [-3.416, -2.940, -1.432], [-3.909, -1.645, -1.389], [-0.584, -3.642, 0.725], [0.727, -3.001, 1.095], [1.067, -1.782, 0.273], [0.146, -1.684, -0.925], [-1.217, -1.684, -0.577], [-4.519, -3.680, 3.221], [-5.897, -3.159, 2.239], [-5.991, -3.064, 4.012], [-5.429, -0.791, 3.396], [-3.867, -1.520, 3.752], [-2.886, 0.067, 2.300], [-3.012, -0.299, 0.575], [-1.020, -1.254, 2.002], [-2.177, -2.463, 2.542], [-3.728, -3.234, 0.645], [-2.698, -4.429, -0.127], [-4.233, -3.595, -1.739], [-2.635, -2.969, -2.193], [-0.894, -4.239, 1.582], [-0.413, -4.310, -0.119], [0.676, -2.757, 2.098], [1.472, -3.688, 1.006], [2.100, -1.873, -0.059], [0.995, -0.907, 0.917], [0.342, -0.733, -1.420], [0.378, -2.477, -1.648], [5.346, -1.834, 5.555], [4.833, -2.918, 4.853], [3.491, -2.954, 4.516], [2.693, -1.887, 4.895], [3.176, -0.799, 5.605], [4.521, -0.781, 5.932], [1.273, -1.899, 4.540], [0.849, -2.845, 3.860], [0.567, -1.001, 4.915], [6.395, -1.813, 5.817], [5.478, -3.741, 4.577], [3.064, -3.799, 3.997], [2.513, 0.004, 5.888], [4.925, 0.055, 6.485], [-7.884, -0.813, 1.645], [-8.733, -0.199, 2.555], [-10.036, -0.651, 2.706], [-10.450, -1.720, 1.934], [-9.626, -2.347, 1.017], [-8.330, -1.880, 0.875], [-11.830, -2.223, 2.097], [-12.556, -1.647, 2.876], [-12.147, -3.195, 1.438], [-6.867, -0.463, 1.523], [-8.385, 0.633, 3.152], [-10.723, -0.195, 3.404], [-10.001, -3.176, 0.437], [-7.665, -2.349, 0.162], [-14.717, -6.342, -0.076], [-13.506, -5.667, -0.166], [-12.430, -6.264, -0.804], [-12.595, -7.528, -1.338], [-13.791, -8.219, -1.264], [-14.859, -7.610, -0.623], [-11.446, -8.165, -2.012], [-10.399, -7.545, -2.050], [-11.615, -9.260, -2.504], [-15.554, -5.875, 0.425], [-13.384, -4.681, 0.256], [-11.475, -5.769, -0.887], [-13.871, -9.204, -1.698], [-15.803, -8.132, -0.551], [1.233, 4.825, -2.039], [1.027, 3.767, -1.163], [1.883, 2.678, -1.177], [2.933, 2.676, -2.078], [3.156, 3.716, -2.962], [2.292, 4.799, -2.936], [3.859, 1.529, -2.090], [3.616, 0.581, -1.362], [4.823, 1.591, -2.819], [0.564, 5.676, -2.022], [0.203, 3.795, -0.464], [1.757, 1.848, -0.498], [3.982, 3.671, -3.656], [2.449, 5.623, -3.618], [8.361, 3.666, -3.598], [7.047, 4.063, -3.383], [6.765, 5.374, -3.034], [7.818, 6.262, -2.911], [9.131, 5.891, -3.125], [9.402, 4.576, -3.470], [7.526, 7.659, -2.535], [6.364, 7.962, -2.350], [8.461, 8.429, -2.455], [8.575, 2.640, -3.870], [6.237, 3.354, -3.480], [5.756, 5.716, -2.853], [9.916, 6.623, -3.022], [10.426, 4.273, -3.639], [14.733, 9.215, -2.346], [13.410, 8.805, -2.446], [13.106, 7.577, -3.011], [14.144, 6.785, -3.465], [15.470, 7.171, -3.380], [15.758, 8.402, -2.812], [13.829, 5.476, -4.069], [12.659, 5.148, -4.143], [14.754, 4.798, -4.461], [14.966, 10.174, -1.905], [12.611, 9.440, -2.087], [12.088, 7.234, -3.107], [16.245, 6.519, -3.752], [16.787, 8.726, -2.736]]
}

=====

{
  "formula": "C4H10N2O2",
  "method": "ωB97M-V/def2-TZVPD",
  "homo_energy_ev": -8.68,
  "gap_ev": 9.5,
  "de_lowest_kj_mol": 417.2,
  "total_energy_ev": -11382.5787,
  "lumo_ev": 0.802,
  "elements": ["C", "C", "C", "N", "N", "C", "O", "O", "H", "H", "H", "H", "H", "H", "H", "H", "H", "H"],
  "positions_angstrom": [[1.068, 0.306, -1.043], [-1.446, 1.134, -1.138], [0.309, -1.067, 2.380], [0.865, -0.502, 0.083], [-0.334, 0.490, -1.819], [0.706, -0.024, 1.369], [0.432, -1.813, -0.206], [0.853, 1.152, 1.612], [-0.263, -1.688, -0.879], [-0.195, 0.879, -2.748], [1.742, -0.176, -1.752], [0.865, 1.409, -0.869], [-1.546, 0.720, -0.134], [-2.368, 0.935, -1.686], [-1.311, 2.216, -1.031], [-0.682, -1.457, 2.147], [0.298, -0.611, 3.367], [1.006, -1.903, 2.346]]
}

=====

{
  "formula": "C8H16N2Si",
  "method": "ωB97M-V/def2-TZVPD",
  "homo_energy_ev": -8.63,
  "gap_ev": 9.4,
  "de_lowest_kj_mol": 2.6,
  "total_energy_ev": -19414.6375,
  "lumo_ev": 0.769,
  "elements": ["N", "C", "C", "C", "N", "C", "C", "C", "C", "C", "Si", "H", "H", "H", "H", "H", "H", "H", "H", "H", "H", "H", "H", "H", "H", "H", "H"],
  "positions_angstrom": [[-0.166, -3.163, -1.289], [-0.369, -1.874, -1.156], [0.661, -3.534, -0.253], [0.968, -2.390, 0.472], [0.351, -1.334, -0.115], [1.040, 1.562, -1.912], [-0.195, 2.181, -1.229], [0.998, 1.228, 1.586], [-1.571, -0.436, 2.073], [-1.152, 1.180, -0.547], [-0.287, 0.130, 0.781], [-1.033, -1.366, -1.855], [1.044, -4.564, -0.136], [1.593, -2.248, 1.345], [1.559, 2.246, -2.551], [0.770, 0.718, -2.520], [1.751, 1.190, -1.160], [0.096, 2.960, -0.509], [-0.759, 2.706, -2.017], [1.499, 1.796, 0.810], [1.680, 0.667, 2.216], [0.497, 1.950, 2.241], [-2.517, -0.746, 1.650], [-1.731, 0.336, 2.816], [-1.199, -1.329, 2.584], [-1.979, 1.630, -0.023], [-1.549, 0.503, -1.301]]
}

=====

{
  "formula": "H4NO2PS",
  "method": "ωB97M-V/def2-TZVPD",
  "homo_energy_ev": -9.53,
  "gap_ev": 8.2,
  "de_lowest_kj_mol": 482.5,
  "total_energy_ev": -25771.4810,
  "lumo_ev": -1.301,
  "elements": ["N", "O", "O", "P", "S", "H", "H", "H", "H"],
  "positions_angstrom": [[0.973, -0.088, 0.606], [-3.370, -1.459, -2.881], [1.195, 2.040, 1.987], [-2.468, -0.612, -2.115], [1.937, 1.301, 0.982], [0.066, -0.001, 1.046], [0.867, -0.225, -0.388], [-2.039, -1.473, -1.002], [2.841, 0.515, 1.765]]
}

=====

{
  "formula": "C20H25NO9",
  "method": "ωB97M-V/def2-TZVPD",
  "homo_energy_ev": -8.39,
  "gap_ev": 9.0,
  "de_lowest_kj_mol": 2.8,
  "total_energy_ev": -41065.4889,
  "lumo_ev": 0.586,
  "elements": ["C", "C", "O", "O", "C", "H", "H", "C", "C", "C", "O", "C", "O", "C", "H", "H", "H", "H", "C", "O", "N", "C", "C", "C", "C", "C", "C", "C", "H", "H", "H", "H", "H", "H", "H", "H", "H", "O", "C", "O", "C", "H", "H", "H", "H", "O", "C", "O", "C", "H", "H", "H", "H", "H", "H"],
  "positions_angstrom": [[-1.449, -4.875, 4.007], [-1.123, -4.260, 2.674], [-1.728, -4.437, 1.654], [-0.034, -3.474, 2.779], [0.341, -2.710, 1.643], [-0.092, -3.163, 0.745], [1.430, -2.720, 1.604], [-0.192, -1.285, 1.808], [0.261, -0.285, 0.723], [1.751, -0.342, 0.353], [2.132, -1.516, -0.365], [1.551, -1.885, -1.511], [0.659, -1.283, -2.055], [2.167, -3.150, -2.032], [2.917, -2.886, -2.776], [1.404, -3.753, -2.516], [2.647, -3.699, -1.228], [2.352, -0.386, 1.269], [2.168, 0.992, -0.345], [3.080, 1.637, 0.120], [1.409, 1.309, -1.407], [1.432, 2.481, -2.182], [2.430, 3.438, -2.046], [2.409, 4.578, -2.830], [1.396, 4.767, -3.752], [0.402, 3.812, -3.883], [0.395, 2.661, -3.110], [-0.706, 1.655, -3.258], [-0.319, 0.672, -3.528], [-1.396, 1.969, -4.037], [-1.270, 1.556, -2.329], [-0.391, 3.964, -4.601], [1.377, 5.654, -4.368], [3.188, 5.316, -2.716], [3.215, 3.287, -1.325], [0.724, 0.626, -1.718], [-0.379, -0.436, -0.157], [0.039, 1.022, 1.244], [-1.038, 1.711, 0.827], [-1.786, 1.318, -0.029], [-1.155, 2.995, 1.584], [-1.497, 2.756, 2.590], [-1.869, 3.652, 1.098], [-0.179, 3.467, 1.659], [0.093, -0.888, 2.793], [-1.612, -1.374, 1.735], [-2.362, -0.571, 2.505], [-1.913, 0.180, 3.330], [-3.812, -0.745, 2.166], [-4.432, -0.408, 2.991], [-4.021, -0.135, 1.287], [-4.013, -1.783, 1.918], [-0.535, -5.114, 4.541], [-2.010, -4.150, 4.594], [-2.058, -5.762, 3.863]]
}

=====

{
  "formula": "C7H16N2",
  "method": "ωB97M-V/def2-TZVPD",
  "homo_energy_ev": -5.93,
  "gap_ev": 6.8,
  "de_lowest_kj_mol": 279.9,
  "total_energy_ev": -10496.3567,
  "lumo_ev": 0.821,
  "elements": ["C", "C", "C", "N", "H", "H", "H", "H", "H", "H", "H", "C", "C", "C", "C", "N", "H", "H", "H", "H", "H", "H", "H", "H", "H"],
  "positions_angstrom": [[0.359, 2.590, 0.489], [2.000, 1.381, -0.705], [1.085, 3.893, 0.517], [0.905, 1.470, 0.045], [0.331, 0.619, 0.118], [-0.647, 2.533, 0.867], [2.421, 0.413, -0.901], [2.570, 2.240, -1.005], [2.081, 3.784, 0.953], [0.527, 4.621, 1.105], [1.216, 4.297, -0.490], [-1.458, -0.950, 1.572], [-1.386, -3.227, -0.171], [0.117, -1.838, -1.692], [-0.675, -1.927, -0.428], [-0.706, -0.925, 0.345], [-1.277, -0.013, 2.096], [-2.529, -1.044, 1.377], [-1.161, -1.780, 2.221], [-1.042, -3.660, 0.770], [-2.459, -3.053, -0.074], [0.912, -2.585, -1.680], [0.552, -0.850, -1.809], [-0.525, -2.051, -2.545], [-1.213, -3.939, -0.974]]
}

=====

{
  "formula": "C16H54F3N24O14",
  "method": "ωB97M-V/def2-TZVPD",
  "charge": -1,
  "homo_energy_ev": -4.10,
  "gap_ev": 5.6,
  "de_lowest_kj_mol": 1146.0,
  "total_energy_ev": -90051.2485,
  "lumo_ev": 1.511,
  "elements": ["C", "O", "O", "C", "F", "F", "F", "C", "C", "H", "H", "H", "H", "H", "H", "C", "O", "N", "N", "H", "H", "H", "H", "C", "O", "N", "N", "H", "H", "H", "H", "C", "O", "N", "N", "H", "H", "H", "H", "C", "O", "N", "N", "H", "H", "H", "H", "C", "O", "N", "N", "H", "H", "H", "H", "C", "O", "N", "N", "H", "H", "H", "H", "C", "O", "N", "N", "H", "H", "H", "H", "C", "O", "N", "N", "H", "H", "H", "H", "C", "O", "N", "N", "H", "H", "H", "H", "C", "O", "N", "N", "H", "H", "H", "H", "C", "O", "N", "N", "H", "H", "H", "H", "C", "O", "N", "N", "H", "H", "H", "H"],
  "positions_angstrom": [[-0.482, 0.320, 0.264], [0.446, -0.551, -0.391], [-0.356, 0.131, 1.655], [-0.184, 1.741, -0.364], [0.841, 2.383, 0.218], [0.216, 1.625, -1.604], [-1.202, 2.670, -0.350], [-0.188, -1.724, -0.932], [0.932, -2.488, -1.597], [1.914, -2.288, -1.169], [0.978, -3.577, -1.598], [1.056, -2.064, -2.594], [-1.131, -1.741, -1.477], [-0.507, -2.382, -0.123], [-1.516, 0.149, -0.037], [-1.283, 4.350, 8.457], [-1.746, 5.153, 9.208], [-0.065, 4.218, 8.063], [-1.956, 3.403, 7.937], [0.075, 3.452, 7.420], [0.729, 4.769, 8.356], [-2.965, 3.396, 7.977], [-1.518, 2.720, 7.335], [-5.298, -4.020, 4.807], [-6.297, -4.719, 5.027], [-4.994, -3.467, 3.670], [-4.457, -3.574, 5.688], [-5.577, -3.482, 2.846], [-4.050, -3.113, 3.620], [-3.844, -2.816, 5.425], [-4.646, -3.808, 6.653], [2.960, -4.255, 6.666], [2.676, -3.360, 7.441], [3.746, -5.335, 6.824], [2.464, -4.264, 5.475], [4.262, -5.342, 7.692], [3.937, -5.831, 5.965], [2.892, -4.855, 4.776], [2.095, -3.369, 5.188], [-8.660, 3.396, -2.980], [-9.497, 2.742, -2.432], [-8.899, 4.126, -4.035], [-7.544, 3.686, -2.511], [-8.161, 4.449, -4.644], [-9.826, 4.060, -4.432], [-7.015, 4.437, -2.930], [-7.358, 3.568, -1.525], [-3.038, -9.124, 1.072], [-3.228, -8.887, -0.128], [-1.864, -9.165, 1.624], [-4.068, -9.360, 1.925], [-1.021, -8.819, 1.188], [-1.752, -9.528, 2.560], [-4.952, -9.176, 1.472], [-3.818, -9.562, 2.883], [6.748, 0.683, 1.204], [7.915, 0.849, 1.571], [6.424, 0.111, 0.082], [5.663, 0.898, 1.875], [7.144, -0.110, -0.591], [5.466, 0.130, -0.238], [4.759, 0.656, 1.493], [5.833, 0.764, 2.861], [7.550, 7.993, 3.709], [8.192, 7.692, 2.767], [6.733, 7.226, 4.361], [7.620, 9.169, 4.194], [6.535, 6.305, 3.996], [6.208, 7.639, 5.118], [8.451, 9.690, 3.949], [6.989, 9.339, 4.964], [0.680, 8.810, -5.983], [0.856, 9.410, -4.986], [0.726, 7.488, -6.050], [0.706, 9.436, -7.045], [0.947, 6.947, -6.874], [0.759, 6.995, -5.170], [0.866, 10.430, -6.958], [0.796, 8.967, -7.934], [5.646, -10.042, -0.436], [4.975, -9.261, 0.229], [6.049, -9.687, -1.652], [6.393, -11.030, 0.064], [6.741, -10.187, -2.192], [5.727, -8.792, -1.992], [6.027, -11.301, 0.966], [6.929, -11.594, -0.579], [1.135, 10.106, 3.261], [1.489, 10.994, 4.021], [0.471, 9.013, 3.620], [1.295, 10.067, 1.996], [0.580, 8.722, 4.581], [0.245, 8.294, 2.948], [1.820, 10.855, 1.644], [1.126, 9.281, 1.384], [-7.948, -2.873, -7.392], [-7.877, -2.555, -8.587], [-7.018, -3.498, -6.739], [-8.743, -2.330, -6.539], [-6.178, -3.871, -7.157], [-7.131, -3.444, -5.737], [-9.459, -1.671, -6.810], [-8.540, -2.594, -5.586], [0.090, -3.511, -10.262], [-0.876, -4.280, -10.045], [0.477, -2.439, -9.555], [1.018, -3.641, -11.233], [0.061, -2.258, -8.653], [1.052, -1.799, -10.085], [0.976, -4.253, -12.036], [1.623, -2.833, -11.287]]
}

=====

{
  "formula": "C10H14HgN3O5",
  "method": "ωB97M-V/def2-TZVPD",
  "charge": 1,
  "homo_energy_ev": -12.14,
  "gap_ev": 9.0,
  "de_lowest_kj_mol": 0.0,
  "total_energy_ev": -29468.9289,
  "lumo_ev": -3.095,
  "elements": ["O", "C", "Hg", "O", "C", "C", "O", "C", "O", "C", "O", "H", "C", "N", "C", "C", "N", "N", "C", "C", "H", "H", "H", "H", "H", "H", "H", "H", "H", "H", "H", "H", "H"],
  "positions_angstrom": [[3.175, -2.416, 1.036], [2.682, -2.561, -0.021], [-0.662, 1.010, -1.056], [0.988, -0.577, 2.336], [0.701, -0.091, 1.321], [-0.053, -0.763, -2.848], [-0.232, -1.694, -3.462], [-0.389, -2.397, -0.034], [-0.730, -3.273, 0.616], [2.128, 2.122, -0.550], [3.226, 2.411, -0.448], [0.577, 0.437, -1.709], [-5.032, 1.403, 0.038], [-4.201, 2.258, 0.867], [-4.925, 3.213, 1.688], [-2.870, 2.389, 0.596], [-2.402, 1.932, -0.583], [-2.077, 2.983, 1.492], [-2.379, 3.063, 2.903], [-0.748, 3.420, 1.144], [-6.006, 1.304, 0.544], [-4.494, 0.453, -0.027], [-5.150, 1.852, -0.966], [-5.041, 2.892, 2.731], [-4.521, 4.234, 1.675], [-5.943, 3.290, 1.294], [-3.256, 1.637, -1.040], [-3.004, 2.238, 3.260], [-1.424, 3.053, 3.443], [-2.873, 4.013, 3.127], [0.032, 2.694, 1.398], [-0.703, 3.642, 0.083], [-0.576, 4.343, 1.698]]
}